A structure of composition C4H9N3O at a distorted geometry, computed with ωB97M-V with the def2-TZVPD basis set.

```
17
Properties=species:S:1:pos:R:3:forces:R:3:mulliken_charge:R:1
C -3.14596 -0.78870 0.41851 -4.4756 -2.2630 0.9047 -1.282
C -1.71534 -0.48757 -0.19281 -1.4062 -8.2083 0.1484 0.039
C -0.20099 1.39879 -0.01257 0.5878 -0.8775 0.0752 0.264
C 1.47582 -0.39968 -0.89963 -1.3864 -0.7717 3.4635 0.070
H -3.56970 -1.84276 -0.01810 1.2844 2.2523 1.3443 0.278
H -4.04181 -0.12915 0.08180 2.1123 -0.4290 -0.2822 0.391
H -3.62327 -0.79071 1.69174 2.7757 -0.0726 -3.3836 0.271
H -1.73367 -1.14976 -1.19906 -0.1651 2.0760 1.3674 0.168
H -0.91383 -1.15287 0.33133 -1.1271 1.4769 -0.1253 0.254
H -2.43684 1.30940 0.81192 3.4472 -1.1976 -3.7994 0.326
H -0.45724 2.41369 0.78324 1.7612 -2.7295 -2.9808 0.208
H 0.76512 -1.03176 -1.54917 1.8909 0.8769 0.7033 0.346
H 1.98890 0.39698 1.15247 2.7841 -0.9612 -0.6603 0.347
N -1.51502 0.82390 -0.25931 -0.3389 6.9245 4.1926 -0.440
N 0.97795 0.91665 -0.44593 -2.8100 1.1483 1.7929 -0.650
N 2.36556 -1.00391 -0.06162 -1.9364 1.7043 -3.5864 -0.280
O 2.84271 -0.18956 0.92511 -2.9978 1.0513 0.8257 -0.312
```
Positions in Å, forces in eV/Å.

Output
E_HOMO ... -9.07 eV
Kohn-Sham gap ... 8.6 eV
Maximum force ... 8.33 eV Å⁻¹
Net charge ... 0
E_tot ... -10802.68316 eV

---

A cluster of 12 separate species, C42H77BBrF3N3O16S in total at a distorted geometry, computed with ωB97M-V with the def2-TZVPD basis set.

```
144
Properties=species:S:1:pos:R:3:forces:R:3:mulliken_charge:R:1
C -3.91480 1.65608 3.17632 -0.2491 -0.0643 -1.1799 -0.848
B -3.74235 0.03114 3.55590 -0.6646 2.1502 3.3739 0.834
O -3.60541 -0.27783 4.99165 -2.2590 -1.0258 -3.3830 -0.582
C -3.78845 -1.03819 2.31142 0.3695 -0.2121 -0.2879 -0.042
O -2.49018 -0.73309 1.62252 2.2569 0.8467 3.2264 -0.254
C -1.40870 -0.57663 2.63596 5.9974 -1.6375 2.9681 0.311
N -0.33566 -0.67390 3.37451 -10.0980 0.8387 -6.3937 -0.486
C -4.96383 -0.95019 1.17409 2.4938 -0.2196 -1.6649 -0.589
S -6.75346 -1.26144 1.61640 -6.3094 -1.2830 -6.3916 1.220
O -7.60919 -0.43395 0.57943 3.9968 -2.0905 4.4084 -0.634
O -7.22809 -2.72726 1.47553 2.9762 4.2731 1.7880 -0.587
C -7.27963 -0.66672 3.31119 -2.8369 0.5484 4.1517 0.564
F -7.07846 0.77820 3.56595 -0.4245 -5.5192 -0.8081 -0.186
F -6.64283 -1.55296 4.35623 -1.6172 3.3258 -3.2963 -0.196
F -8.75713 -0.95855 3.42540 5.5789 1.2256 -0.5655 -0.189
C -4.58966 -2.23392 0.16947 -0.3367 -1.0033 -0.0001 -0.506
N -3.58879 -1.95030 -0.97078 0.1468 -1.6140 3.1403 -0.464
C -4.05416 -3.21866 1.41073 0.2502 1.0595 1.3716 -0.366
N -3.64129 -2.52059 2.55277 -2.3016 -3.3707 -3.9801 0.664
C -3.12912 -3.33818 3.71504 0.1249 -2.1437 0.3313 -0.375
C -1.56493 -3.87417 3.44823 5.1746 2.7845 6.1553 0.436
O -0.63781 -3.56329 4.37001 -6.6358 -2.3708 -6.4051 -0.443
Br -0.97536 -4.93157 1.85644 -1.1162 1.1559 1.3767 -0.071
H -2.97522 2.29293 3.46925 -1.8498 -1.2219 -0.3940 0.363
H -4.89335 2.10677 3.68240 2.2663 -1.0633 -0.7835 0.227
H -4.08335 1.79731 2.00761 0.4882 -0.1724 2.3761 0.248
H -4.33395 -0.93349 5.27659 1.6980 1.1105 -0.2161 0.282
H -4.86936 0.00274 0.49707 -0.5509 -1.5490 1.7178 0.564
H -5.48834 -2.69284 -0.46850 1.5053 0.9162 2.3430 0.496
H -2.66714 -2.27191 -0.54849 -1.0687 0.8911 -1.2654 0.293
H -3.83011 -2.61906 -1.74675 0.3636 0.6875 0.7539 0.381
H -4.03169 -4.41181 1.39079 0.1111 2.8717 0.1043 0.402
H -3.26456 -2.85425 4.77066 0.7534 -0.5014 -2.2785 0.217
H -3.77836 -4.33854 3.73058 1.3370 2.2105 -0.1095 0.364
C 2.37829 0.50535 3.26937 -0.3485 0.1135 -0.3709 -0.649
C 2.63490 1.98599 3.35865 -0.6488 1.1093 -0.2652 0.883
O 1.81481 2.80253 2.94219 0.7348 -0.9493 0.3422 -0.600
C 3.93386 2.42882 3.97723 -0.2606 0.4409 -0.1049 -0.674
H 1.40317 0.33376 2.80121 0.5334 0.1988 0.1228 -0.118
H 3.14888 0.03106 2.65653 0.1193 -0.0337 0.2339 0.307
H 2.36680 0.06923 4.27145 0.1611 -0.0804 -0.1158 0.409
H 4.77381 2.04018 3.39588 -0.1032 -0.0991 0.2715 -0.051
H 3.99173 2.07836 5.01080 0.1315 -0.1380 -0.0974 0.374
H 3.98241 3.52297 3.97486 -0.0871 -0.2136 0.0177 0.308
C -3.22958 -6.08196 -3.09148 0.2758 0.6220 0.0672 -0.683
C -4.34721 -5.07501 -3.14689 0.2108 0.4066 -0.0120 0.896
O -4.12628 -3.86943 -3.04450 -0.3353 -0.8729 0.1096 -0.719
C -5.74565 -5.60036 -3.33240 -0.1969 0.6657 0.0071 -1.331
H -2.27691 -5.55936 -2.95439 -0.2125 -0.1788 -0.0745 0.059
H -3.38150 -6.75952 -2.24758 -0.1288 -0.1724 -0.1956 0.309
H -3.18881 -6.64361 -4.02817 -0.1194 -0.1548 0.1675 0.362
H -6.00968 -6.25651 -2.49918 0.0597 -0.1617 -0.1984 0.324
H -5.81699 -6.14060 -4.27977 0.0089 -0.1486 0.1957 0.382
H -6.44871 -4.76085 -3.35383 0.1238 -0.1856 -0.0246 0.342
C 1.60297 -3.51091 -3.18807 0.0435 -0.5604 0.1162 -1.077
C 0.12233 -3.78231 -3.17531 -0.2409 -0.9511 0.2350 0.879
O -0.32104 -4.89204 -2.88436 0.5153 1.0983 -0.1463 -0.674
C -0.79479 -2.64326 -3.53236 -0.4417 -0.3495 0.0952 -0.632
H 2.14143 -4.42330 -2.91042 -0.1496 0.1740 -0.0541 0.337
H 1.91702 -3.21083 -4.19089 0.0254 0.2745 0.1662 0.272
H 1.84351 -2.72864 -2.46371 0.0172 0.1370 -0.2613 0.294
H -0.58754 -2.30450 -4.55059 0.1094 0.1945 0.1818 0.388
H -0.66105 -1.82231 -2.82341 0.1535 0.1498 -0.2367 0.230
H -1.83419 -2.98467 -3.48129 0.2035 0.0471 -0.0432 -0.085
C 8.53561 0.95184 1.44426 -0.2571 -0.1253 0.3922 -1.069
C 7.17831 1.58695 1.58741 -0.4752 -0.3913 1.0847 0.916
O 6.44543 1.32008 2.53840 0.8723 0.1895 -1.1801 -0.655
C 6.75249 2.56126 0.52183 -0.5139 0.1090 0.2122 -1.052
H 8.70828 0.27154 2.28501 -0.0480 0.1453 -0.2293 0.255
H 8.58127 0.37832 0.51512 0.1595 0.1968 0.0728 0.301
H 9.30966 1.72337 1.45392 -0.0153 -0.0531 -0.2108 0.362
H 6.71872 2.05939 -0.44848 0.1981 0.1314 0.0023 0.294
H 7.44711 3.40445 0.49032 0.0351 -0.1368 -0.1849 0.341
H 5.75178 2.94004 0.75554 0.2016 -0.0607 -0.0486 0.223
C 10.64698 -3.70971 0.24700 0.2157 0.3656 0.3036 -1.083
C 9.62736 -2.74757 -0.30142 0.0042 1.4149 0.4702 0.762
O 9.59614 -1.57344 0.06352 0.0626 -1.5237 -0.5195 -0.515
C 8.64739 -3.27774 -1.31365 -0.2488 0.4392 -0.0660 -1.033
H 11.28728 -3.18855 0.96665 -0.1637 -0.1025 -0.1747 0.285
H 10.14298 -4.53305 0.75929 0.0837 -0.0868 -0.1996 0.329
H 11.27157 -4.09159 -0.56452 -0.1429 -0.1719 0.0667 0.325
H 8.05427 -4.08188 -0.87086 0.1517 -0.0991 -0.1507 0.322
H 9.18286 -3.64042 -2.19466 -0.0795 -0.1867 0.1174 0.326
H 7.97182 -2.47232 -1.62099 0.1617 -0.1687 0.0801 0.248
C 1.33346 2.20758 -0.33549 -0.2382 -0.3816 -0.0373 -0.869
C 0.58674 2.55914 -1.59443 -0.8353 -0.6696 -0.7053 0.649
O -0.12918 1.73650 -2.16315 0.6900 0.6399 0.5940 -0.621
C 0.74996 3.95627 -2.13054 -0.3273 -0.4229 -0.2713 -0.546
H 1.12100 1.16748 -0.06615 0.0323 0.1843 -0.0606 0.209
H 2.40872 2.31385 -0.49938 -0.0553 0.2075 0.1577 0.323
H 1.00726 2.85445 0.48283 0.2927 0.0310 -0.0163 0.331
H 1.79930 4.14046 -2.37441 -0.2404 0.1740 0.2721 -0.046
H 0.39785 4.68106 -1.39220 0.2844 0.0382 0.0034 0.351
H 0.15354 4.06693 -3.04244 0.0680 -0.0621 0.1901 0.290
C 5.24235 6.39821 -3.74477 0.0017 -0.1945 0.4663 -1.101
C 3.92631 5.66863 -3.78791 -0.4481 -0.0901 1.2679 0.974
O 3.28992 5.43815 -2.76097 0.9705 0.3083 -1.2800 -0.652
C 3.41913 5.23195 -5.13629 -0.4771 -0.2168 0.1705 -1.115
H 5.48272 6.65175 -2.70679 -0.1444 -0.0833 -0.3943 0.194
H 6.03487 5.75860 -4.14118 -0.0530 0.0702 -0.2337 0.419
H 5.17377 7.32264 -4.32377 0.1321 -0.1616 -0.0070 0.333
H 4.13048 4.54033 -5.59471 0.0392 0.2076 -0.1280 0.279
H 3.26938 6.10438 -5.77731 0.1842 -0.1233 -0.0691 0.413
H 2.45973 4.71801 -5.01401 0.1714 0.1261 -0.0323 0.187
C 5.59445 9.52095 -0.10404 -0.3431 -0.4026 -0.0133 -1.093
C 5.72686 9.59720 -1.60163 -0.7941 -0.8676 -0.8752 0.820
O 5.09162 8.84430 -2.33807 0.7515 1.2058 1.0016 -0.536
C 6.66668 10.63035 -2.16321 -0.0885 -0.1298 -0.4882 -1.108
H 4.88278 8.73061 0.15745 0.1521 0.1767 -0.0868 0.275
H 6.56266 9.28173 0.34280 -0.0357 0.2316 0.0517 0.322
H 5.22010 10.47136 0.28466 0.2281 -0.0172 0.0561 0.350
H 7.68273 10.44054 -1.80807 -0.0757 0.1943 0.1149 0.333
H 6.34017 11.63017 -1.86621 0.1944 -0.0520 0.1209 0.339
H 6.66062 10.57006 -3.25676 -0.0144 0.0040 0.2524 0.285
C -4.59656 -4.72418 7.78801 0.3656 0.4425 0.1573 -1.165
C -5.50200 -3.68916 7.17562 0.2715 1.1466 0.0509 0.896
O -5.19019 -2.49959 7.15525 -0.1594 -1.1569 -0.3414 -0.570
C -6.80378 -4.16608 6.58914 -0.1418 0.5421 -0.1283 -1.036
H -3.69416 -4.23580 8.17095 -0.2122 -0.0969 -0.0736 0.309
H -5.10607 -5.21866 8.61880 0.0225 -0.1600 -0.1940 0.400
H -4.30372 -5.45616 7.03107 -0.1669 -0.1531 0.1437 0.303
H -7.41166 -4.63573 7.36658 0.0872 -0.1726 -0.1626 0.417
H -6.60932 -4.87323 5.77885 -0.0989 -0.1730 0.1798 0.296
H -7.35388 -3.31044 6.18317 0.1108 -0.1968 0.1194 0.181
C -10.96654 -2.17235 0.59888 -0.1192 -0.4908 0.0567 -0.694
C -11.71326 -1.82078 -0.66005 -1.0421 -1.1310 -0.8297 0.771
O -12.42918 -2.64342 -1.22878 0.9911 1.0758 0.7685 -0.570
C -11.55004 -0.42365 -1.19616 -0.2937 -0.0486 -0.3988 -1.025
H -11.17900 -3.21244 0.86823 0.0088 0.2286 -0.0836 0.322
H -9.89128 -2.06607 0.43500 -0.0502 0.2008 0.1382 -0.001
H -11.29274 -1.52547 1.41721 0.2097 0.0779 -0.0501 0.320
H -10.50070 -0.23946 -1.44003 -0.0305 0.1284 0.2022 0.261
H -11.90215 0.30114 -0.45782 0.2308 0.0220 -0.0056 0.312
H -12.14646 -0.31300 -2.10807 0.1257 -0.0557 0.2223 0.308
C 5.13093 0.51935 -5.48888 0.1412 -0.4779 0.1389 -1.065
C 3.65029 0.24795 -5.47611 -0.6141 -1.3898 0.3633 0.747
O 3.20691 -0.86178 -5.18517 0.5424 1.3183 -0.3301 -0.561
C 2.73317 1.38701 -5.83316 -0.4298 -0.2937 0.0528 -0.640
H 5.66938 -0.39304 -5.21122 -0.1396 0.1995 -0.0661 0.304
H 5.44497 0.81943 -6.49170 0.0097 0.1863 0.1297 0.332
H 5.37147 1.30163 -4.76452 0.0198 0.1052 -0.1996 0.276
H 2.94041 1.72576 -6.85140 0.0881 0.1668 0.1322 0.369
H 2.86691 2.20796 -5.12422 0.0806 0.0573 -0.1787 -0.053
H 1.69377 1.04559 -5.78209 0.2444 0.0739 0.0148 0.277
```
Positions in Å, forces in eV/Å.

Output
E_HOMO ... -10.55 eV
Kohn-Sham gap ... 5.2 eV
Maximum force ... 11.98 eV Å⁻¹
Net charge ... +1
E_tot ... -171721.20090 eV

---

The molecule C3H8O2 at a distorted geometry, computed with ωB97M-V with the def2-TZVPD basis set.

```
13
Properties=species:S:1:pos:R:3:forces:R:3:mulliken_charge:R:1
C 1.77767 0.61314 0.62728 0.3503 0.0579 -0.0509 -0.681
O 0.40838 0.35638 0.80010 -0.2132 0.1305 -0.0773 -0.317
C -0.07085 -0.61724 -0.10155 -0.2019 -0.1482 -0.3643 -0.435
C -1.57167 -0.52903 -0.20096 -0.2064 0.0346 -0.1187 -0.462
O -1.83826 0.49952 -1.16064 -0.6793 0.3475 0.3189 -0.537
H 2.09885 1.37143 1.34328 -0.2026 -0.0822 0.0100 0.241
H 2.37603 -0.28851 0.78842 0.0249 -0.0880 0.0346 0.282
H 1.99233 0.98063 -0.38102 -0.0384 0.0156 -0.0691 0.303
H 0.10432 -0.34051 -1.15149 1.1792 -0.2350 0.1726 0.337
H 0.34244 -1.60979 0.13189 -0.1574 0.1189 0.0136 0.390
H -1.98087 -1.43649 -0.65957 0.1265 0.0985 0.2213 0.302
H -2.06275 -0.35869 0.76565 0.0599 0.0722 -0.1702 0.262
H -1.57560 1.35917 -0.80139 -0.0415 -0.3222 0.0796 0.315
```
Positions in Å, forces in eV/Å.

Output
E_HOMO ... -10.02 eV
Kohn-Sham gap ... 11.1 eV
Maximum force ... 1.21 eV Å⁻¹
Net charge ... 0
E_tot ... -7334.59181 eV
Structure (SMILES) ... COCCO

---

The molecule C22H22N4O5, computed with ωB97M-V with the def2-TZVPD basis set.

```
53
Properties=species:S:1:pos:R:3:forces:R:3:mulliken_charge:R:1
O -1.61909 1.93196 1.99413 0.0308 0.3944 -0.1857 -0.669
C -1.69247 0.78018 2.36884 -0.4044 -0.4226 0.3119 0.535
N -0.59653 0.04344 2.67037 0.2426 -0.2267 0.0434 -0.015
H -0.67750 -0.95879 2.73931 -0.0950 0.0425 0.0106 0.353
C 0.72014 0.57476 2.39862 0.0239 0.0772 -0.4155 -1.205
H 0.74608 1.61028 2.74555 0.1069 -0.1090 0.0086 0.334
H 1.45905 -0.01818 2.94049 -0.0239 0.0813 -0.0106 0.425
C 1.01189 0.55379 0.88900 0.2972 0.6201 0.3607 0.126
C 2.40752 1.08513 0.55711 -0.5847 0.1746 -0.3469 -0.705
H 2.54064 2.09981 0.93423 -0.0492 -0.0451 -0.0442 0.404
O 3.40512 0.29460 1.16016 0.2377 -0.4678 0.2513 -0.523
C 3.19500 -1.05368 1.00713 -0.0156 0.0909 -0.0475 0.241
C 4.24869 -1.92158 1.26432 -0.1430 0.1404 -0.0260 -0.754
C 4.07720 -3.28527 1.12551 0.0776 -0.0011 0.0267 -0.529
C 2.85053 -3.79465 0.72965 -0.0126 -0.0402 -0.0262 -0.747
C 1.79075 -2.94232 0.48634 0.0016 0.1344 -0.0094 -0.848
C 1.95515 -1.57038 0.62585 -0.0056 0.0131 0.0579 0.825
O 0.86808 -0.75912 0.38400 0.1903 -0.4575 0.0497 0.424
H 0.81438 -3.31314 0.21799 -0.1396 -0.0283 -0.0307 0.362
H 2.71360 -4.85932 0.62104 -0.0193 -0.1030 -0.0083 0.442
H 4.90319 -3.95017 1.32588 0.0802 -0.0551 0.0195 0.383
H 5.19258 -1.49902 1.56969 0.1268 0.0633 0.0253 0.457
H 2.52813 1.07607 -0.53516 0.0218 0.0364 0.1620 0.351
H 0.25391 1.16047 0.38346 0.1228 -0.0470 0.0652 0.358
C -3.02822 0.09250 2.62166 -0.0411 0.0096 -0.2070 -0.659
H -3.15207 -0.03056 3.69955 -0.0568 0.0234 0.0062 0.358
H -3.80212 0.77392 2.26369 0.0766 0.0227 0.0671 0.342
C -3.18385 -1.26747 1.93879 0.0308 -0.0913 0.2351 -1.077
N -2.89018 -1.18622 0.52752 -0.3586 0.4278 0.2737 0.027
C -2.01347 -1.99642 -0.07885 -0.1147 0.0712 -0.5526 0.864
O -1.42579 -2.90686 0.46829 0.2276 -0.3753 0.1177 -0.721
C -1.84766 -1.70254 -1.58235 -0.1892 -0.3578 0.1948 -1.214
N -1.14880 -0.45698 -1.83292 -0.3055 0.4161 0.0099 0.242
C 0.16881 -0.45722 -2.17478 0.4843 0.0622 -0.2424 -0.195
N 0.87618 0.57614 -2.42656 0.4570 -0.3281 -0.1886 -0.514
C 0.27771 1.80659 -2.32529 -0.6336 0.2201 0.1094 0.593
C 1.03109 2.96161 -2.56021 -0.0438 0.0444 0.0254 -0.459
C 0.44035 4.19911 -2.44969 0.1127 -0.0947 -0.0116 -0.402
C -0.90618 4.31969 -2.10437 -0.1961 -0.0079 0.0388 -0.653
C -1.66409 3.19574 -1.87352 -0.0220 -0.0224 0.0035 -0.810
C -1.08194 1.93019 -1.98371 0.4133 0.2009 -0.0877 0.127
C -1.86273 0.73381 -1.72668 -0.0110 -0.0763 -0.0904 0.727
O -3.05176 0.71967 -1.44050 -0.1423 0.1197 -0.0872 -0.817
H -2.70598 3.25888 -1.60011 -0.0814 0.0273 0.0342 0.477
H -1.35092 5.29909 -2.01695 -0.0484 0.0722 0.0139 0.427
H 1.02461 5.08943 -2.62997 0.0594 0.0645 -0.0163 0.406
H 2.07072 2.85258 -2.82556 0.1168 -0.0338 -0.0367 0.493
H 0.63992 -1.42798 -2.25218 -0.0961 -0.1593 0.0713 0.398
H -1.28460 -2.52234 -2.03012 -0.0635 0.1057 0.0948 0.503
H -2.84064 -1.63517 -2.03826 0.1814 -0.0367 -0.0100 0.381
H -3.31104 -0.43051 -0.00947 0.1518 -0.1967 -0.0729 0.310
H -4.21518 -1.61502 2.07570 0.1773 -0.0306 0.0893 0.338
H -2.51570 -2.02203 2.36312 -0.1526 0.0577 -0.0237 0.483
```
Positions in Å, forces in eV/Å.

Output
E_HOMO ... -8.34 eV
Kohn-Sham gap ... 8.6 eV
Maximum force ... 0.78 eV Å⁻¹
Net charge ... 0
E_tot ... -39371.17156 eV
Structure (SMILES) ... O=C(CCNC(=O)Cn1cnc2ccccc2c1=O)NC[C@H]1COc2ccccc2O1